This record from the OMol25 dataset describes a structure of composition C40H45N8O5SSn in a non-equilibrium geometry. The level of theory is ωB97M-V/def2-TZVPD.

Summary:
net charge: +3
gap between HOMO and LUMO: 0.1449 Eh
ΔE to the lowest compared entry with this formula, charge and spin: 4.120 eV

XYZ file:
```
100
Properties=species:S:1:pos:R:3:forces:R:3
Sn 0.334443 0.018582 -0.446763 -1.813 -1.376 1.521
C -3.257428 -0.957609 6.244302 0.062 -0.229 0.074
C -2.723070 -0.492192 4.925386 -0.117 0.232 -0.325
C -3.031424 0.746757 4.405396 0.160 -0.725 0.520
C -2.387817 1.245127 3.258788 0.451 0.129 -0.903
C -2.457163 2.577336 2.796068 0.376 -0.619 0.077
N -3.321457 3.534353 3.012949 -0.174 0.309 0.215
C -4.688936 3.463062 3.554689 -0.177 -0.214 -0.170
C -5.654503 2.746612 2.599539 0.245 0.119 -0.136
C -5.858464 3.435209 1.242804 0.032 -0.248 0.197
N -4.634340 3.405718 0.424872 -0.290 0.441 0.063
C -3.985384 2.376615 -0.059082 0.076 -0.794 -0.388
C -4.378774 1.042244 -0.289275 1.067 0.255 0.162
C -5.703740 0.579520 -0.390569 -0.495 -0.851 -0.449
C -5.993075 -0.664724 -0.909775 0.158 0.429 0.239
C -7.397791 -1.110226 -1.176775 0.001 -0.289 -0.017
C -4.911467 -1.533226 -1.217206 -0.480 0.206 0.134
C -3.596857 -1.191603 -1.051878 0.447 0.345 -0.047
C -2.575062 -2.197581 -1.351707 -0.636 0.522 0.118
N -1.318733 -2.083091 -1.214857 0.830 0.499 -0.251
C -0.527745 -3.280887 -1.479031 0.024 -0.325 0.239
C -0.108310 -3.935951 -0.168058 0.077 0.124 -0.096
C 0.802780 -3.058179 0.685736 -0.240 -0.264 -0.378
N 0.085406 -1.865769 1.166436 1.079 0.536 -1.286
C -0.465047 -1.952773 2.302677 -0.716 0.828 0.610
C -1.265758 -0.950473 2.999078 0.294 0.295 -0.423
C -1.866976 -1.332091 4.169564 -0.456 0.212 0.495
C -1.421125 0.407139 2.536875 -0.760 -0.664 0.938
O -0.789997 0.870133 1.566493 1.779 0.992 -2.128
C -3.266257 0.146015 -0.618339 -1.178 -0.629 -0.192
O -2.089046 0.541954 -0.513574 1.950 0.678 -0.101
H -3.974274 -0.253115 6.660418 -0.017 -0.028 0.001
H -2.437289 -1.068454 6.957951 -0.073 0.039 0.022
H -3.732457 -1.936508 6.155590 -0.057 0.068 0.025
H -3.723121 1.367567 4.955920 0.052 0.003 0.042
H -1.630650 2.850302 2.144096 -0.022 0.101 0.072
H -3.050335 4.443761 2.666941 -0.012 -0.052 0.018
H -5.015588 4.486025 3.732072 0.059 0.035 0.017
H -4.696189 2.952833 4.511342 0.063 0.106 0.079
H -6.624716 2.689691 3.094199 0.004 -0.053 0.007
H -5.303602 1.723957 2.431618 -0.095 -0.022 0.053
H -6.131965 4.480344 1.375255 0.032 0.039 -0.043
H -6.679899 2.957900 0.717893 -0.015 0.078 -0.085
H -4.168544 4.295638 0.323707 -0.017 -0.059 0.025
H -2.961216 2.585919 -0.362290 -0.064 0.076 -0.025
H -6.530448 1.229728 -0.143286 -0.012 -0.011 -0.044
H -8.121403 -0.334623 -0.937804 -0.017 -0.014 0.000
H -7.638078 -2.006369 -0.600087 -0.059 0.074 0.017
H -7.508862 -1.378712 -2.229518 -0.077 0.073 0.026
H -5.151054 -2.524242 -1.592478 0.003 -0.008 0.014
H -2.987465 -3.147586 -1.710076 0.095 -0.034 0.066
H 0.348785 -2.990916 -2.038415 0.069 -0.129 -0.144
H -1.083306 -4.014158 -2.071319 -0.100 0.143 -0.049
H 0.427702 -4.852517 -0.415575 0.019 -0.046 0.077
H -0.995243 -4.204843 0.413782 0.026 -0.088 -0.029
H 1.657502 -2.743730 0.088756 0.143 0.016 0.142
H 1.162551 -3.647009 1.531728 0.079 0.179 0.071
H -0.377138 -2.894613 2.852851 0.077 -0.057 -0.166
H -1.692746 -2.337031 4.542600 0.011 -0.017 0.001
C 4.759159 -0.997872 3.639937 0.040 0.002 0.124
N 4.071133 0.215050 3.190566 -0.157 -0.129 -0.229
C 4.532545 1.502882 3.709780 0.016 0.039 0.131
C 3.023960 0.132844 2.408968 0.239 0.110 0.145
N 2.095638 0.059237 1.716878 -0.357 0.313 -0.218
H 5.828944 -0.896083 3.462907 -0.005 0.013 -0.072
H 4.388109 -1.861261 3.095466 -0.010 0.007 -0.037
H 4.601907 -1.151749 4.708558 -0.047 0.018 -0.013
H 5.593261 1.624277 3.494147 -0.003 -0.016 -0.075
H 4.396709 1.545276 4.791392 -0.051 -0.018 -0.013
H 3.978566 2.313732 3.246440 -0.020 -0.013 -0.038
O 2.988691 1.995207 -0.813751 -0.364 -0.431 0.047
C 3.130054 0.955444 -1.413969 0.775 1.004 -0.558
N 2.613729 -0.281457 -1.026994 -2.559 0.202 0.655
S 2.382787 -1.233327 -2.352765 0.163 -0.686 -0.769
O 2.654671 -2.607518 -2.072770 0.203 0.363 -0.165
O 0.998830 -0.936303 -2.766509 -0.089 0.232 0.448
C 3.545169 -0.391048 -3.368824 0.017 0.217 0.191
C 4.104589 -0.740344 -4.580295 -0.167 -0.303 0.071
C 5.014439 0.152359 -5.136331 0.026 0.028 0.042
C 5.323166 1.352374 -4.501398 0.002 0.064 0.048
C 4.742418 1.695308 -3.283632 0.065 0.059 -0.113
C 3.853618 0.803527 -2.719854 -0.111 -0.207 0.345
H 3.850848 -1.670177 -5.072140 0.053 0.010 -0.008
H 5.497377 -0.100181 -6.070792 -0.046 0.034 -0.015
H 6.035044 2.028668 -4.956539 -0.008 -0.039 -0.005
H 4.987568 2.621385 -2.781045 0.005 -0.020 0.014
C -1.798794 4.501357 -5.028851 0.031 -0.074 0.027
C -1.226801 3.530146 -4.040281 -0.097 0.110 -0.067
C -0.389269 3.957379 -3.009363 0.028 -0.129 -0.042
C 0.107330 3.041955 -2.103557 0.265 0.227 0.346
N -0.201904 1.743786 -2.179005 0.451 -0.913 1.149
C -0.994549 1.308713 -3.162618 -0.089 -0.391 -0.026
C -1.521672 2.167887 -4.104563 0.104 0.029 0.113
H -1.071172 5.266634 -5.295202 0.008 -0.016 -0.002
H -2.660977 5.012345 -4.593858 0.009 -0.016 0.016
H -2.133335 3.996865 -5.933012 0.016 0.018 0.004
H -0.109802 5.000329 -2.928768 0.041 -0.053 0.063
H 0.782312 3.334365 -1.308093 -0.023 0.031 -0.035
H -1.183824 0.242180 -3.191127 -0.077 0.052 -0.021
H -2.155456 1.780970 -4.892077 0.053 -0.066 0.037
```
Positions in Å, forces in eV/Å.


This record from the OMol25 dataset describes the ion C5H6ClINO with charge +1 in a non-equilibrium geometry. The level of theory is ωB97M-V/def2-TZVPD.

Summary:
net charge: +1
gap between HOMO and LUMO: 0.3101 Eh
ΔE to the lowest compared entry with this formula, charge and spin: 2.533 eV
SMILES: OC1=C(Cl)C=C[C@H](I)[NH2+]1

XYZ file:
```
15
Properties=species:S:1:pos:R:3:forces:R:3
O 0.684812 -1.199293 -2.036316 -1.927 4.329 -0.663
C 0.395377 -0.670864 -0.850517 0.105 -1.422 0.198
C 0.761027 -1.089695 0.344227 -0.741 -0.614 1.346
Cl 1.429076 -2.705858 0.402886 -0.074 0.869 0.332
C 0.399735 -0.310108 1.556084 1.262 0.504 1.220
C -0.294362 0.841553 1.487284 0.911 -1.508 -0.245
C -0.814835 1.228034 0.153151 -1.879 2.953 2.949
I -2.838162 0.264481 0.138383 0.410 0.833 -0.235
N -0.181992 0.669290 -0.976605 2.341 -1.400 -4.224
H 0.991866 -2.055066 -2.065115 1.179 -3.295 0.478
H 0.862569 -0.540691 2.548294 -0.521 -0.338 -1.162
H -0.537746 1.425850 2.393332 0.127 -0.259 -0.918
H -0.747819 2.382747 0.159011 -0.870 -1.872 -0.779
H -0.782101 0.709180 -1.828840 -0.273 -0.414 0.746
H 0.672562 1.050436 -1.425254 -0.050 1.635 0.955
```
Positions in Å, forces in eV/Å.